Entry 1:
Below is a 2-piece molecular cluster, C9H13NO overall at a distorted geometry, with properties calculated with wB97M-V/def2-TZVPD.

Properties
<S²> = 0.76
HOMO energy (spin up / spin down) = 0.53 / -3.69 eV
Spin multiplicity = 2
Net charge = -1
Relative energy (zero: lowest compared OMol25 entry of this formula, charge and spin) = 0.531 eV

XYZ file:
```
24
Properties=species:S:1:pos:R:3:forces:R:3:lowdin_spin:R:1
C -0.27042 -0.18597 -3.34632 0.60 -0.41 -0.42 0.012
C -1.03121 -1.64066 0.70807 -0.20 0.69 -0.89 0.055
C -1.98491 -0.89907 0.04114 -0.34 -0.24 0.13 0.137
C 0.20445 -1.86445 0.06239 0.37 -0.62 0.70 0.241
C -1.78386 -0.43042 -1.31133 -0.29 0.25 -0.26 0.248
C 0.41232 -1.38400 -1.26984 -0.05 0.10 -0.62 0.136
C -0.56081 -0.69262 -1.96882 0.43 -0.07 1.13 0.071
H -1.22860 -1.94771 1.72827 0.15 -0.15 0.05 -0.002
H -2.92284 -0.63911 0.53070 0.06 -0.16 0.01 0.007
H 1.00045 -2.41901 0.55638 -0.15 0.05 -0.04 0.028
H -2.63263 -0.08343 -1.89396 0.04 0.19 0.10 0.030
H 1.35244 -1.62411 -1.76438 0.03 0.20 0.04 0.006
H -0.77301 0.72339 -3.64643 -0.76 0.04 0.06 0.006
H -0.41900 -0.98994 -4.07257 -0.31 0.20 -0.24 0.002
H 0.77480 0.09443 -3.45783 0.38 -0.19 0.23 0.001
C 2.18887 1.82041 1.96808 -0.70 0.32 0.53 0.003
C 0.73644 1.88758 2.45914 0.42 -0.61 0.62 0.004
O 0.41781 2.64619 3.36093 -0.11 0.18 0.04 0.001
N -0.04922 0.86699 2.02732 -0.11 0.52 -0.16 0.008
H -0.92236 0.69788 2.49956 -0.15 0.38 -0.14 0.002
H -0.06038 0.62317 1.04696 0.27 -0.57 0.02 0.000
H 2.40419 0.78128 1.74389 0.25 0.07 -0.50 0.003
H 2.77396 2.13161 2.83419 0.09 0.03 -0.12 0.000
H 2.37352 2.52757 1.16447 0.09 -0.21 -0.26 0.000
```
Forces are in eV/Å.


Entry 2:
Below is a 2-piece molecular cluster, C21H32B2BrClN4O11 overall at a distorted geometry, with properties calculated with wB97M-V/def2-TZVPD.

Properties
HOMO energy = -9.13 eV
Spin multiplicity = 1

XYZ file:
```
72
Properties=species:S:1:pos:R:3:forces:R:3:lowdin_charge:R:1
C -4.04313 -0.77801 0.82976 -0.50 0.11 -0.28 -0.117
C -4.98854 0.38648 1.24352 0.70 0.26 0.29 -0.231
C -4.42325 1.36121 2.35165 0.03 -0.57 0.05 -0.194
C -3.11546 0.89110 3.05729 0.19 0.52 -0.14 -0.206
C -1.79839 1.31610 2.30414 -1.34 0.81 0.69 -0.188
C -1.61832 2.84995 2.50553 1.50 -0.41 0.58 -0.202
C -0.23394 3.38788 1.99572 -0.86 0.51 0.41 -0.182
C -0.23399 3.80280 0.49538 -0.52 0.45 -0.13 -0.130
C 0.17309 2.70715 -0.47779 0.94 -0.26 2.16 -0.228
N 1.04625 1.82203 0.01562 -0.99 -0.16 -2.35 0.243
C 1.21658 0.93144 -1.02223 0.61 0.31 1.94 -0.250
N 2.04397 -0.07551 -0.84391 0.27 -1.40 -0.11 -0.043
C 2.37082 -1.07005 -1.87887 0.61 0.20 -0.86 0.010
C 2.72527 -0.25465 0.47512 0.54 -0.47 0.44 -0.003
B 4.10604 0.58218 0.56943 0.13 0.23 0.24 -0.602
O 5.21270 0.20781 -0.19157 -0.77 -0.60 0.84 0.144
O 4.21091 1.64516 1.43066 0.25 -0.22 -0.85 0.168
N 0.46131 1.27116 -2.09408 0.69 0.13 -1.09 0.056
C 0.27535 0.61954 -3.36485 -0.72 -1.61 -0.78 -0.080
C -0.66953 -0.61902 -3.11284 1.03 0.85 -2.72 -0.834
O -1.07551 -0.86555 -2.06893 -1.15 -0.63 3.12 0.084
Br -1.19820 -1.74263 -4.61965 0.45 0.56 -0.02 0.747
N -0.18208 2.44077 -1.74475 -0.63 1.69 1.28 0.006
C -1.08918 3.19611 -2.59831 -1.07 -0.57 -2.11 -0.601
Cl -1.20865 4.94882 -2.26312 0.39 -0.56 0.20 0.722
C -2.52379 2.55400 -2.73392 0.76 -0.24 0.30 -0.211
C -3.07291 1.94309 -1.41903 -0.98 -0.32 -0.80 -0.081
H -3.85688 -1.45691 1.67820 -0.11 0.17 -0.48 0.075
H -4.54359 -1.33357 0.00939 0.33 0.07 0.55 0.078
H -3.06611 -0.45636 0.42986 -0.42 0.00 0.25 0.044
H -5.19836 1.00830 0.34999 -0.22 -0.50 0.42 0.078
H -5.92611 -0.05957 1.62374 0.34 0.27 -0.41 0.102
H -4.25419 2.35741 1.90146 -0.01 -0.41 0.23 0.085
H -5.19496 1.51273 3.13410 0.34 -0.09 -0.48 0.105
H -3.09364 1.39952 4.04616 0.13 -0.33 -0.47 0.106
H -3.09948 -0.18997 3.28284 -0.19 0.46 -0.27 0.102
H -0.97217 0.76517 2.78590 -0.07 0.33 -0.56 0.118
H -1.86998 1.11797 1.22122 0.20 -0.34 0.50 0.070
H -2.44506 3.47203 2.11926 0.30 -0.42 -0.05 0.104
H -1.59349 3.02361 3.60426 -0.18 -0.09 -0.56 0.114
H -0.07162 4.32646 2.56774 0.08 -0.42 -0.46 0.114
H 0.58077 2.70956 2.29373 -0.30 0.21 -0.42 0.108
H 0.45423 4.66716 0.38923 -0.25 -0.58 -0.29 0.127
H -1.24450 4.18730 0.26046 0.55 -0.20 0.03 0.081
H 1.53428 -1.72942 -2.17370 0.21 0.48 0.21 0.103
H 2.79463 -0.51047 -2.73842 -0.33 -0.57 0.23 0.104
H 3.18438 -1.75031 -1.57281 -0.48 0.53 0.29 0.110
H 2.05006 -0.10098 1.33088 0.10 0.21 -0.58 0.121
H 3.03359 -1.32227 0.52831 -0.43 0.48 -0.15 0.124
H 5.28073 -0.76747 -0.12497 0.30 0.46 -0.55 0.109
H 5.11119 2.00702 1.34934 -0.32 -0.08 0.24 0.118
H -0.22820 1.21229 -4.14290 0.32 0.19 0.57 0.121
H 1.20754 0.24299 -3.81766 -0.37 0.36 0.37 0.125
H -0.66679 3.14768 -3.62204 0.00 0.23 0.66 0.102
H -3.21291 3.29327 -3.18150 0.45 -0.26 0.36 0.110
H -2.40559 1.77193 -3.51684 -0.12 0.24 0.55 0.100
H -3.83738 2.59940 -0.96163 0.71 -0.19 0.05 0.086
H -3.62919 1.02417 -1.70002 0.31 0.44 0.29 0.086
H -2.30465 1.62114 -0.70119 -0.28 0.34 -0.28 0.050
B 3.47286 -5.48846 0.50354 -0.14 -0.36 0.09 -0.884
O 2.24173 -5.26905 -0.28511 0.07 -0.06 0.52 0.218
C 1.20245 -5.59986 0.48047 -0.64 0.39 -1.34 -0.400
O 0.05386 -5.53579 0.14102 0.12 0.02 0.16 0.146
C 1.71131 -6.05566 1.82082 0.52 -0.54 1.47 -0.396
O 1.04022 -6.42116 2.74329 -0.06 0.11 -0.23 0.156
O 3.04296 -5.98497 1.82341 -0.41 0.24 -0.56 0.234
O 4.36778 -6.45463 -0.16440 0.17 0.79 0.16 0.238
C 5.52621 -5.84359 -0.40308 0.14 -1.64 -0.56 -0.397
O 6.47419 -6.34400 -0.93785 -0.04 0.28 0.09 0.160
C 5.43984 -4.43100 0.10312 0.15 1.57 0.58 -0.402
O 6.30150 -3.59269 0.04908 -0.09 -0.07 -0.19 0.135
O 4.24116 -4.22835 0.63338 0.06 -0.33 -0.30 0.213
```
Forces are in eV/Å.


Entry 3:
Below is an isolated ion of composition C6H16N6S and charge +2 at a distorted geometry, with properties calculated with wB97M-V/def2-TZVPD.

Properties
HOMO energy (spin up / spin down) = -14.48 / -14.48 eV
Spin multiplicity = 1
Net charge = +2
Relative energy (zero: lowest compared OMol25 entry of this formula, charge and spin) = 2.214 eV

XYZ file:
```
29
Properties=species:S:1:pos:R:3:forces:R:3:lowdin_charge:R:1
C -0.68745 -0.05070 -1.07833 0.03 -2.46 1.25 -0.282
C 1.84403 -0.22764 -1.50824 -0.02 0.75 1.88 -0.282
C -0.13300 -1.65508 0.66015 -1.47 0.72 1.60 0.042
C 1.51152 0.13175 0.96816 0.29 -0.96 -0.32 -0.653
C -0.51315 1.48479 2.24076 -0.68 -0.54 -4.17 -0.157
C -2.02793 0.40587 -1.56639 1.29 4.31 -1.40 -0.217
N -0.98573 -0.96515 -0.05920 0.97 2.09 -1.50 -0.015
N 0.56555 0.14769 -1.83321 -0.83 -1.85 1.39 0.157
N 2.21357 -0.34673 -0.15173 1.70 0.09 -1.00 0.088
N 2.76526 -0.33754 -2.48890 -0.25 0.29 4.88 0.258
N 1.96762 -0.22867 2.22646 0.43 -0.08 -1.07 0.112
N -3.12428 -0.16559 -0.84512 -0.28 1.74 0.64 0.036
S 0.49553 1.45712 0.64399 -0.29 0.66 1.29 1.108
H 0.78057 -1.88324 0.26706 1.70 -1.08 -0.84 0.047
H -0.46460 -2.05427 1.61461 0.00 -0.17 -0.35 0.122
H -0.49781 2.46215 2.56151 -0.11 2.07 0.95 0.035
H -0.05691 0.80332 2.84697 0.47 -1.57 1.93 0.001
H -1.48948 1.15820 1.85392 0.19 0.17 0.72 0.065
H -2.09916 0.29556 -2.64331 -0.07 -0.11 -0.37 0.131
H -1.93378 1.53887 -1.38755 -0.91 -1.24 -0.41 0.156
H 0.53523 0.55348 -2.76047 -0.69 -0.02 -0.08 0.174
H 3.21292 -0.63719 0.08801 -1.80 0.25 -0.93 0.213
H 2.48006 -0.39225 -3.37555 -1.24 -0.42 -4.20 0.085
H 3.74093 -0.26897 -2.31705 0.70 0.08 0.21 0.141
H 2.92929 -0.53207 2.46173 -0.90 0.35 -0.56 0.154
H 1.54942 0.39943 2.86669 0.42 0.23 1.22 0.067
H -3.16733 -1.07052 -1.19213 -0.98 -2.31 -0.67 0.088
H -4.02744 0.30934 -1.01901 0.87 -0.27 0.24 0.155
H -2.04914 -0.69389 0.21743 1.46 -0.74 -0.33 0.168
```
Forces are in eV/Å.


no.,electronic energy (eV)
1,-13080.813
2,-134702.697
3,-26238.090